(1)
Below is a molecular structure, C59H45N8P3RuSi, with properties calculated with the ωB97M-V functional and the def2-TZVPD basis.

As for the expectation value of S²: 6.046. The total charge is +2. The value obtained for the molar mass is 1088.14 u. Its energy is -4121.01710 Eh. As for the multiplicity: 5. The value obtained for the HOMO-LUMO gap (spin up / spin down) is 7.199 / 3.140 eV.

Cartesian coordinates (Å):
Ru (-0.83181, 0.84832, 0.32679)
P (-1.09284, 1.62313, 2.45234)
P (0.34570, -3.18833, -1.02117)
P (1.08486, 1.57946, -1.10275)
Si (0.71031, -0.64490, 1.21616)
N (-1.90362, 2.41373, -0.92115)
N (-3.60093, -0.07769, -5.05678)
N (-1.75171, -0.34530, -0.99006)
N (-2.95425, 3.17856, -2.62904)
N (-5.31892, -2.93216, -2.28656)
N (-3.54504, 3.22364, -3.84988)
N (-3.12519, 4.07441, -1.64935)
N (-2.24960, 2.12065, -2.17586)
C (2.97562, 0.94863, 4.43787)
C (3.61834, -4.99376, -3.88830)
C (-2.55787, 0.87553, 3.16473)
C (3.71960, -5.13361, -2.53156)
C (2.04017, 1.72040, 5.07167)
C (-1.63339, 6.25632, 3.10405)
C (-5.28145, 0.59544, 4.01400)
C (-0.14910, 1.54964, -5.46695)
C (3.04949, 3.10520, 0.26276)
C (-0.35347, 4.37443, 2.27054)
C (3.29175, -1.52839, 0.24971)
C (0.19689, 0.38355, -4.80488)
C (-3.57983, 0.31744, 2.34413)
C (4.39122, -1.49022, -0.56268)
C (0.94507, -2.80279, 3.03231)
C (0.85870, -3.50086, 0.75526)
C (1.66221, -5.00686, 2.51702)
C (3.59324, 4.23226, 0.83986)
C (0.85629, 1.63464, -2.90450)
C (0.36536, 1.15534, 3.36578)
C (2.63898, 0.24442, 3.28167)
C (-2.44605, 3.62490, -0.59527)
C (2.78274, -4.55015, -1.61328)
C (-2.51123, 3.96430, 3.20269)
C (0.64162, -2.50387, 1.69875)
C (-2.58768, -6.86898, -0.82571)
C (4.52453, -0.61353, -1.63066)
C (1.20478, -4.78828, 1.19891)
C (2.24087, -0.68009, 0.05237)
C (1.95577, 3.12197, -0.58377)
C (3.48753, 0.34969, -1.81294)
C (-0.85420, -5.60691, -2.05048)
C (3.15512, 5.48867, 0.40353)
C (-2.94769, 0.98335, 4.52052)
C (0.13739, 2.81194, -4.89011)
C (-4.94432, 0.15683, 2.77191)
C (2.06635, 5.54594, -0.44814)
C (-0.87061, -4.56259, -1.08476)
C (-2.64239, -5.74416, 0.04061)
C (0.75740, 2.84624, -3.63054)
C (-0.44608, 5.72968, 2.50896)
C (-3.60429, -0.47265, -3.96550)
C (1.50362, -3.98324, 3.39811)
C (-1.64773, -6.74415, -1.89398)
C (-1.31593, 3.45451, 2.67422)
C (1.64457, -3.86489, -2.11773)
C (1.57508, -3.71754, -3.52725)
C (1.34836, 0.31357, 2.79753)
C (0.74678, 1.86980, 4.49749)
C (1.40717, 4.39473, -0.89618)
C (2.37721, 0.29890, -0.97973)
C (-3.55463, -1.06861, -2.66602)
C (-2.62596, -0.66946, -1.72374)
C (-1.73972, -4.65401, -0.01090)
C (-4.26695, 0.95459, 4.94526)
C (0.61492, 0.39886, -3.50284)
C (2.47882, -4.32773, -4.35794)
C (-4.62424, -2.00580, -2.45197)
C (-2.60139, 5.34768, 3.50797)
H (1.74977, -4.10000, 4.41999)
H (0.03562, -0.51926, -5.35697)
H (3.49801, 1.03760, -2.70631)
H (-3.30732, 2.40833, -4.41835)
H (-3.38187, 3.35694, 3.49566)
H (3.45720, -0.35354, 2.86691)
H (0.33674, 6.41946, 2.14502)
H (1.72489, 6.55090, -0.74091)
H (-2.14924, 1.13179, 5.29710)
H (2.12443, -5.88397, 2.93588)
H (0.57158, 3.96403, 1.90049)
H (5.49277, -0.52754, -2.12753)
H (4.25746, 3.98032, 1.70212)
H (-3.27744, -7.70551, -0.70359)
H (-4.52388, 3.55546, -3.95005)
H (-5.61141, -0.42631, 2.09889)
H (3.93926, 0.75401, 4.90108)
H (-4.45280, 1.05313, 6.05383)
H (2.35893, -4.20010, -5.39888)
H (0.74853, -0.45465, -2.89054)
H (4.31152, -5.37556, -4.65397)
H (1.20431, -5.54437, 0.43436)
H (-1.56424, -7.66268, -2.53928)
H (-0.19305, -5.54042, -2.93169)
H (-0.00102, 2.49933, 5.05355)
H (3.63282, 6.41197, 0.64704)
H (0.71490, -2.09301, 3.78352)
H (3.58913, 2.17025, 0.42175)
H (-2.31547, 4.10085, 0.32741)
H (-1.73357, -3.86513, 0.79751)
H (5.08677, -2.28831, -0.42533)
H (-3.47925, 5.75537, 4.00422)
H (-3.42414, -5.82087, 0.81247)
H (0.54658, 4.47117, -1.54971)
H (-1.71132, 7.31186, 3.23872)
H (0.69735, -3.19149, -3.95591)
H (3.08429, -4.48485, -0.56477)
H (-3.28343, 0.14514, 1.33353)
H (4.60791, -5.53670, -2.00392)
H (3.41029, -2.24940, 1.03825)
H (-0.01641, 3.70735, -5.49453)
H (-0.91232, 1.58491, -6.22529)
H (2.33842, 2.30091, 5.94454)
H (1.26147, 3.70336, -3.30907)
H (-6.27708, 0.40941, 4.46829)

(2)
Below is a molecular structure, C59H46IrNOP3SSi, with properties calculated with the ωB97M-V functional and the def2-TZVPD basis.

As for the expectation value of S²: 8.875. The value obtained for the molar mass is 1130.31 u. Its energy is -4221.85281 Eh. As for the multiplicity: 6. The value obtained for the HOMO-LUMO gap (spin up / spin down) is 5.105 / 6.413 eV.

Cartesian coordinates (Å):
Ir (12.30767, -16.13295, -8.52339)
S (13.95934, -15.80381, -10.25162)
P (14.21200, -15.49933, -6.92042)
P (9.84354, -15.47685, -9.49749)
P (11.65513, -18.06700, -7.13691)
Si (11.04377, -15.05210, -6.79924)
O (11.62005, -17.48853, -10.53434)
N (12.59302, -17.94734, -11.19812)
C (12.23958, -20.32683, -10.53771)
C (13.67802, -14.52972, -2.95608)
C (14.45046, -18.95979, -12.91709)
C (5.93338, -17.90539, -8.97974)
C (15.17698, -17.07532, -6.67026)
C (8.57907, -15.94580, -5.50405)
C (14.23743, -14.93000, -4.16381)
C (11.05937, -14.19067, -11.59170)
C (16.10309, -11.85960, -6.80299)
C (8.03772, -18.24516, -5.10990)
C (7.72133, -16.89649, -4.99140)
C (13.29988, -21.18403, -4.92031)
C (8.66271, -12.92364, -9.33348)
C (7.17655, -15.88302, -8.63355)
C (12.89960, -20.37194, -5.98476)
C (9.74047, -16.31934, -6.16962)
C (9.21723, -18.63520, -5.74049)
C (11.34701, -13.89743, -12.91248)
C (10.10548, -19.94494, -8.60162)
C (15.16360, -12.86667, -6.84089)
C (9.92530, -20.81164, -9.72107)
C (12.70440, -19.44043, -3.37602)
C (16.42580, -18.84832, -7.71293)
C (9.98488, -13.63201, -7.42969)
C (9.31317, -15.67515, -12.30412)
C (13.44712, -15.05485, -5.30062)
C (9.46372, -13.87141, -8.70369)
C (16.88544, -14.51297, -7.01418)
C (8.25170, -16.36812, -9.36217)
C (15.73573, -17.66378, -7.80905)
C (12.28788, -18.65215, -4.43817)
C (15.52656, -14.21616, -6.94470)
C (8.37492, -11.73147, -8.68164)
C (12.36393, -19.11147, -5.74784)
C (12.08811, -14.72332, -5.25596)
C (10.63592, -14.50931, -13.93550)
C (16.56365, -19.49666, -6.48649)
C (13.17320, -20.73722, -3.61348)
C (11.34890, -19.33529, -8.41879)
C (8.88984, -11.48817, -7.41661)
C (12.41968, -19.61394, -9.22131)
C (12.32867, -14.22215, -2.90032)
C (10.01614, -15.05861, -11.26767)
C (10.92132, -21.04483, -10.60472)
C (9.70099, -12.42749, -6.79458)
C (15.97427, -18.93857, -5.35934)
C (13.31761, -19.66199, -12.79931)
C (13.82503, -17.28244, -11.22680)
C (11.54496, -14.28790, -4.04281)
C (10.05221, -17.66535, -6.31078)
C (7.00652, -18.40721, -9.70977)
C (15.29433, -17.73067, -5.45847)
C (14.74327, -17.79002, -12.11491)
C (6.03301, -16.62834, -8.43670)
C (9.63141, -15.41803, -13.61249)
C (17.45282, -12.16535, -6.86508)
C (12.32760, -19.28548, -11.73666)
C (8.15413, -17.65558, -9.89457)
C (17.83826, -13.50066, -6.97904)
H (15.68660, -17.27988, -12.24033)
H (13.35121, -19.05821, -9.06793)
H (6.81150, -16.58732, -4.48869)
H (12.96744, -20.76797, -7.00412)
H (6.96221, -19.39735, -10.14574)
H (14.80812, -17.34943, -4.56741)
H (11.33258, -19.19938, -12.17943)
H (9.04794, -15.88122, -14.40099)
H (8.64122, -10.56552, -6.91269)
H (14.10659, -12.61749, -6.77444)
H (12.61149, -19.06874, -2.36259)
H (15.64733, -17.16232, -8.78210)
H (11.59802, -13.69464, -10.79690)
H (10.07771, -12.24584, -5.80009)
H (8.97982, -18.08004, -10.48417)
H (17.09423, -20.43796, -6.44776)
H (16.88004, -19.26719, -8.61317)
H (10.84855, -14.27597, -14.97938)
H (8.24955, -13.09209, -10.32234)
H (9.47510, -19.68413, -5.77299)
H (11.87061, -17.67613, -4.24552)
H (12.13502, -13.19548, -13.18135)
H (13.62182, -22.19497, -5.15648)
H (13.02822, -21.02960, -10.72804)
H (7.36589, -18.98915, -4.69458)
H (10.48168, -14.04827, -4.01078)
H (7.26477, -14.88763, -8.17668)
H (15.20303, -19.23952, -13.65391)
H (7.77283, -10.99489, -9.17846)
H (18.89171, -13.76685, -7.03300)
H (10.75772, -21.67688, -11.48065)
H (8.36888, -14.88240, -5.38349)
H (13.44041, -21.36675, -2.76299)
H (11.90921, -13.88178, -1.96420)
H (5.20057, -16.20883, -7.88283)
H (18.21005, -11.37667, -6.85238)
H (8.94752, -21.27457, -9.84816)
H (15.79442, -10.82449, -6.71843)
H (5.04467, -18.51286, -8.84001)
H (9.26825, -19.71926, -7.94797)
H (14.30799, -14.45174, -2.07710)
H (17.19683, -15.54500, -7.11597)
H (16.01553, -19.44501, -4.40676)
H (13.13841, -20.56608, -13.40434)
H (15.29541, -15.10445, -4.27121)
H (8.46615, -16.33196, -12.07203)